1.
13
Properties=species:S:1:pos:R:3:forces:R:3 method="wB97M-V/def2-TZVPD" total_charge=-1 relative_energy_kj_mol=0.0 total_energy_ev=-11588.0209 homo_energy_ev="-3.748 / -3.857" lumo_ev="2.86 / 2.82" spin_multiplicity=2 gap_ev="6.607 / 6.673"
C -4.49916 3.60348 3.72720 0.60 0.13 -0.19
C -4.97612 2.72799 4.86688 -0.55 -1.82 -0.68
O -5.24116 1.46670 4.49343 0.61 1.09 0.54
Li -3.68513 0.42164 4.20224 0.30 0.55 0.60
H -4.53122 4.66352 4.01352 0.10 -0.16 -0.25
H -3.47095 3.31817 3.45052 -0.13 0.26 0.24
H -5.07271 3.41930 2.80111 -0.20 0.20 0.49
H -5.77585 3.15905 5.50347 0.45 0.07 0.08
H -3.73841 2.58297 5.73418 0.95 -1.79 -0.54
O -2.73647 1.72392 6.13809 -2.12 2.02 0.80
C -1.65850 1.15140 5.59904 1.02 -0.68 0.51
O -1.85307 0.48529 4.52200 -0.48 -0.19 -1.12
O -0.59074 1.15687 6.24302 -0.55 0.32 -0.46

=====

2.
13
Properties=species:S:1:pos:R:3:forces:R:3 method="wB97M-V/def2-TZVPD" relative_energy_kj_mol=165.0 total_energy_ev=-11587.1575 homo_energy_ev=-7.359 lumo_ev=0.18 gap_ev=7.539
O 0.13787 -0.39871 0.90294 0.04 0.43 0.18
C -0.56493 -0.18414 -0.20384 -0.81 -2.11 0.06
C 1.51337 -0.65903 0.57191 0.12 0.15 0.05
O -1.77417 -0.08053 -0.21586 4.03 -1.61 -1.34
O 0.15949 -0.41264 -1.29500 0.03 0.49 -0.29
C 1.45028 -0.93335 -0.93295 0.12 0.10 -0.01
H 1.85144 -1.51729 1.15892 -0.10 0.23 -0.11
H 2.10109 0.23093 0.82375 -0.11 -0.23 -0.05
H 1.46627 -2.00167 -1.17639 -0.02 0.25 0.03
H 2.21182 -0.40007 -1.50818 -0.16 -0.16 0.13
O -3.00863 2.38275 0.93002 0.08 -0.53 -0.35
H -2.60258 3.21100 0.67056 -0.12 -0.05 0.09
Li -2.94131 0.76275 0.27412 -3.09 3.05 1.61

=====

3.
14
Properties=species:S:1:pos:R:3:forces:R:3 method="wB97M-V/def2-TZVPD" total_charge=+4 relative_energy_kj_mol=0.0 total_energy_ev=-41065.2337 homo_energy_ev="-23.735 / -22.917" lumo_ev="-15.30 / -20.72" spin_multiplicity=4 gap_ev="8.439 / 2.193"
O 0.69448 -0.53527 -0.31043 -0.78 -0.30 0.32
C 2.06063 -0.22686 -0.36788 1.59 1.35 -0.87
C -0.18460 0.36100 -0.55588 0.37 0.40 -0.29
O 2.82020 -1.19401 -0.15099 0.19 -1.01 0.33
O 2.44720 0.90196 -0.65446 -0.36 -0.35 0.23
C -1.57381 0.07339 -0.36296 -0.29 0.19 -0.01
Tm 4.87093 0.25713 -0.56154 0.04 0.50 -0.14
H 0.17754 1.33583 -0.90916 -0.03 -0.07 0.12
H -1.88443 0.80900 0.42631 0.20 -0.44 -0.42
H -1.78212 -0.97536 -0.13701 -0.07 0.26 0.08
H -2.11473 0.44097 -1.25399 0.00 -0.11 0.04
Li 2.61746 -3.06707 0.23480 -0.09 -0.56 0.10
O -3.97794 1.28083 1.99986 0.09 1.93 -1.24
H -4.17082 0.53846 2.60333 -0.85 -1.77 1.74

=====

4.
13
Properties=species:S:1:pos:R:3:forces:R:3 method="wB97M-V/def2-TZVPD" relative_energy_kj_mol=0.0 total_energy_ev=-46096.4870 homo_energy_ev="-6.374 / -6.366" lumo_ev="-0.94 / -1.89" spin_multiplicity=7 gap_ev="5.429 / 4.478"
O 1.60285 -0.05318 -0.83822 -0.94 0.79 -0.52
C 2.38619 -0.41249 0.17111 0.30 -0.59 0.93
C 2.19214 -0.23721 1.49893 0.09 -0.59 -0.51
O 1.16200 0.43640 2.09867 -0.16 0.34 0.16
C -0.20988 0.05432 1.76437 -0.06 0.45 -0.47
Mg -0.19834 0.48042 -0.39657 1.31 -1.03 1.64
H 3.27904 -1.00288 -0.09218 -0.25 0.23 0.01
H 2.87120 -0.72797 2.20300 -0.03 0.34 -0.25
H -0.82915 0.70951 2.40060 0.21 -0.41 -0.04
H -0.35922 -0.99837 2.07931 -0.08 0.34 -0.10
Mn -2.58624 0.17800 -2.79025 -0.90 0.29 -2.14
O -1.90558 -0.14714 -1.12202 -1.00 -1.08 2.57
H -2.47987 -0.55413 -0.39094 1.51 0.90 -1.26

=====

5.
12
Properties=species:S:1:pos:R:3:forces:R:3 method="wB97M-V/def2-TZVPD" relative_energy_kj_mol=347.4 total_energy_ev=-14775.0343 homo_energy_ev="-5.076 / -8.179" lumo_ev="0.07 / 0.18" spin_multiplicity=2 gap_ev="5.149 / 8.362"
H 2.03407 -1.22076 -0.34540 0.15 0.68 0.59
C 1.16256 -0.65908 0.00637 -0.53 0.36 -0.61
C 0.26864 -0.33016 -1.07019 1.49 -1.04 1.01
O -1.11779 -0.56836 -0.81444 -1.66 1.64 0.84
C -1.67288 0.37028 -0.06505 -0.10 -1.91 -0.52
O -2.96476 0.08604 0.07345 0.72 0.00 -0.05
Mg 0.06659 1.73931 0.32753 0.69 0.56 -0.25
O 1.86884 0.87775 0.72692 -0.57 -0.27 -0.77
H 0.80952 -0.84518 1.02873 -0.25 -0.85 -0.77
H 2.40028 0.62076 1.48281 0.08 0.14 0.25
H 0.50563 -0.78783 -2.03441 -0.05 0.49 0.30
H -3.36069 0.71723 0.68368 0.03 0.19 -0.01

=====

6.
9
Properties=species:S:1:pos:R:3:forces:R:3 method="wB97M-V/def2-TZVPD" smiles="N=C1CC1" relative_energy_kj_mol=241.1 total_energy_ev=-4679.3581 homo_energy_ev=-9.396 lumo_ev=1.01 gap_ev=10.402
C -0.08628 -0.27006 -0.59930 1.12 -0.37 -2.81
C 0.62092 -0.36124 0.68570 0.29 -0.72 0.58
C -0.57846 0.55152 0.53872 0.20 -0.56 -1.17
N 0.05040 -0.69450 -1.82926 2.37 -0.58 5.98
H 0.70012 -1.25564 1.27773 -0.65 -0.46 0.03
H 1.49825 0.23330 0.89583 0.35 0.00 -0.61
H -0.19948 1.51336 0.57177 0.62 2.08 -0.47
H -1.52432 0.61088 0.97877 -1.45 -1.03 0.65
H -0.48114 -0.32762 -2.51997 -2.83 1.63 -2.18

=====

7.
9
Properties=species:S:1:pos:R:3:forces:R:3 method="wB97M-V/def2-TZVPD" relative_energy_kj_mol=521.6 total_energy_ev=-4676.4510 homo_energy_ev="-8.881 / -8.875" lumo_ev="-0.13 / -0.13" gap_ev="8.755 / 8.749"
C 1.14052 0.69830 -0.29339 2.65 0.61 -0.19
C -0.16717 0.62345 0.28516 -1.74 -2.09 -0.27
C 0.24252 -0.88496 0.24356 -2.00 -2.68 -1.54
N 1.50306 -0.54742 -0.36151 -0.45 0.43 0.03
H 1.80312 1.57484 -0.18539 -0.04 -0.43 -1.08
H -0.04858 1.10590 1.20791 -0.84 0.62 1.73
H -1.09820 0.80402 -0.26624 0.48 0.41 0.20
H 0.23017 -1.75459 0.98996 -0.15 1.76 -0.94
H -1.01015 -1.75438 -1.04370 2.08 1.38 2.06

=====

8.
9
Properties=species:S:1:pos:R:3:forces:R:3 method="wB97M-V/def2-TZVPD" smiles="C1=NCC1" relative_energy_kj_mol=252.3 total_energy_ev=-4679.2419 homo_energy_ev=-9.570 lumo_ev=1.14 gap_ev=10.708
C 1.38819 -0.24920 0.38312 -3.81 1.35 -1.26
C 0.06889 0.12415 -0.67571 1.16 -2.38 2.38
C -0.62509 -0.10643 0.81340 -1.18 -1.82 -2.44
N 0.63766 -0.17386 1.43559 3.24 -0.14 0.26
H 2.46978 -0.16904 0.23864 -0.30 -0.41 0.42
H 0.23667 1.17204 -0.81894 -0.36 0.64 -0.34
H -0.27636 -0.40352 -1.62073 0.72 0.47 1.34
H -1.24884 0.75784 1.03387 -0.11 -0.23 0.65
H -1.14522 -1.15886 1.05930 0.63 2.52 -1.03

=====

9.
9
Properties=species:S:1:pos:R:3:forces:R:3 method="wB97M-V/def2-TZVPD" relative_energy_kj_mol=437.2 total_energy_ev=-4677.3259 homo_energy_ev="-10.929 / -9.021" lumo_ev="-0.86 / -0.65" gap_ev="10.071 / 8.367"
C 1.45310 0.23431 -0.06804 -0.93 -0.78 0.79
C -0.84179 -0.74181 0.04666 2.83 -0.97 1.09
C 0.10988 0.32372 0.41568 1.14 1.30 -0.60
N 2.54481 -0.07714 -0.28095 0.26 0.32 -0.37
H -0.44524 -1.66786 0.53062 -0.28 0.30 -0.36
H -1.82704 -0.66663 0.33909 -2.05 0.70 0.44
H -0.67682 -0.85742 -0.98243 -0.47 -0.60 -1.60
H -0.00503 1.12963 1.11127 -0.53 0.06 0.39
H -0.31186 2.32319 -1.11191 0.03 -0.33 0.23

=====

10.
9
Properties=species:S:1:pos:R:3:forces:R:3 method="wB97M-V/def2-TZVPD" relative_energy_kj_mol=70.7 total_energy_ev=-4676.7067 homo_energy_ev="-6.864 / -11.187" lumo_ev="0.97 / -0.72" spin_multiplicity=3 gap_ev="7.830 / 10.472"
C -0.64294 -1.71382 -0.73739 -2.65 0.68 -1.36
C -0.53826 0.00589 0.31539 0.02 2.86 2.09
C 0.56103 0.95158 0.01258 -0.62 0.27 -0.09
N -1.28749 -0.61442 -0.69905 3.05 -3.72 0.12
H 0.17295 -2.01999 -0.06735 -0.01 -0.35 -0.50
H -0.74085 -0.25191 1.34844 -0.22 0.00 -0.15
H 0.22733 1.95076 0.30474 0.33 0.30 -0.08
H 0.77775 0.96137 -1.05408 0.11 0.03 -0.02
H 1.47047 0.73052 0.57672 -0.01 -0.07 -0.01

=====

11.
10
Properties=species:S:1:pos:R:3:forces:R:3 method="wB97M-V/def2-TZVPD" total_charge=+1 smiles="C1=NC=[NH+]C1" relative_energy_kj_mol=186.5 total_energy_ev=-6163.9596 homo_energy_ev=-16.405 lumo_ev=-5.87 gap_ev=10.530
C -0.38322 1.17978 0.01786 -0.57 -0.29 -0.05
C -1.00397 -0.88980 -0.00881 0.55 -0.89 -0.02
C 0.91078 0.50294 0.00664 -0.76 -3.52 0.03
N -1.41227 0.40360 -0.00333 -0.56 1.13 -0.01
N 0.26903 -1.07257 0.02804 1.55 3.65 -0.01
H -0.51774 2.24943 0.01967 0.10 0.23 0.02
H -1.73561 -1.68485 -0.05827 0.06 -0.16 0.07
H 1.46273 0.58584 -0.93049 0.02 0.04 0.00
H 1.56249 0.62768 0.87057 -0.08 0.01 0.03
H 0.84779 -1.90204 0.05811 -0.31 -0.20 -0.07

=====

12.
10
Properties=species:S:1:pos:R:3:forces:R:3 method="wB97M-V/def2-TZVPD" total_charge=+1 smiles="C=CC[N+]#N" relative_energy_kj_mol=450.3 total_energy_ev=-6161.2251 homo_energy_ev=-15.750 lumo_ev=-5.98 gap_ev=9.767
C -0.73656 -0.50665 0.23304 5.37 1.27 1.93
C 1.62321 0.59056 0.09897 -0.52 0.51 -1.30
C 0.70106 -0.09318 -0.53140 -2.64 0.99 2.24
N -3.04875 0.24184 -0.10683 1.93 -0.86 0.60
N -2.01128 -0.09782 0.08183 -3.94 3.27 -1.64
H -0.86598 -1.51067 -0.05837 0.60 -1.95 0.81
H -0.30015 -0.10927 1.25275 -1.76 -1.78 -1.22
H 2.54476 0.77745 -0.43110 0.27 -0.13 0.20
H 1.35723 1.21768 0.90795 0.24 0.16 1.26
H 0.73646 -0.50993 -1.44683 0.45 -1.49 -2.88